Record 1
The following is a DFT calculation (ωB97M-V with the def2-TZVPD basis set) of C4H7NO in the gas phase.

XYZ file:
```
13
Properties=species:S:1:pos:R:3:forces:R:3
O 0.22987 -0.01912 1.63808 -0.072 0.341 0.008
N -0.34326 0.55156 -1.71998 0.403 0.814 -0.631
C -0.12640 1.00647 0.80827 -1.112 0.592 1.126
C -0.75060 -0.55378 -1.05612 -0.780 -1.093 -0.426
C -0.97743 0.65392 -0.36327 0.012 0.489 0.380
C 0.95344 -0.85693 0.76354 1.581 0.438 0.011
H 0.67381 0.74943 -1.68540 -0.199 -0.020 -0.102
H -0.39261 1.87708 1.39247 -0.163 0.218 -0.044
H -0.94029 -1.58924 -1.22437 0.023 -0.144 -0.100
H 0.46863 -1.83803 0.62000 0.178 0.709 -0.530
H -1.96220 1.10484 -0.35943 -0.018 0.224 -0.069
H 1.92949 -1.05207 1.19019 0.252 -0.208 0.553
H 1.23754 -0.03413 -0.00398 -0.105 -2.360 -0.177
```
Positions in Å, forces in eV/Å.

Summary:
- ΔE to the lowest compared entry with this formula, charge and spin: 168.35 kcal per mole
- LUMO (alpha / beta): 0.8 / 0.3 eV
- Orbital gap (alpha / beta): 0.31410 / 0.27576 hartree

***

Record 2
The following is a DFT calculation (ωB97M-V with the def2-TZVPD basis set) of 2 unconnected molecules or ions with the total composition C2H3BrS.

XYZ file:
```
7
Properties=species:S:1:pos:R:3:forces:R:3
Br -1.60654 -0.82422 -0.93656 -1.083 0.187 0.135
S 1.46025 -1.12912 -1.25963 1.014 0.741 0.905
C -1.24979 0.56407 0.22906 -0.845 0.289 -2.057
C 1.40785 -0.42709 0.13533 -1.495 -2.882 -2.993
H -0.97763 1.49561 -0.21189 -0.008 0.400 -0.174
H -0.96876 0.30215 1.17677 0.504 -0.575 2.111
H 1.93463 0.01860 0.86692 1.913 1.840 2.073
```
Positions in Å, forces in eV/Å.

Summary:
- 2S+1: 3
- ΔE to the lowest compared entry with this formula, charge and spin: 40.86 kcal per mole
- LUMO (alpha / beta): -0.4 / -1.0 eV
- Orbital gap (alpha / beta): 0.24369 / 0.32242 hartree

***

Record 3
The following is a DFT calculation (ωB97M-V with the def2-TZVPD basis set) of 8 unconnected molecules or ions with the total composition C33H48BrCl29F2N2O4S.

XYZ file:
```
120
Properties=species:S:1:pos:R:3:forces:R:3
Br 0.13629 -3.51222 3.11694 -0.345 0.326 -0.247
Cl -3.29806 -5.87422 3.57053 -0.011 0.018 -0.012
Cl 7.10674 0.38011 -3.78597 0.094 0.182 -0.008
Cl 1.34997 -4.49695 0.55928 -0.128 -0.065 0.460
Cl -4.84329 7.31200 -2.94557 -0.048 0.061 -0.037
Cl -2.35476 7.78846 -4.32593 -0.026 0.007 0.016
Cl 2.83514 -6.23910 -2.42884 0.076 -1.507 -0.099
Cl -6.08879 -5.34182 4.09400 0.026 -0.008 -0.003
Cl 12.84639 0.71511 -1.01025 -0.020 0.040 0.006
Cl -4.66634 9.41504 -4.91501 0.025 -0.026 0.031
Cl 1.27698 -8.35745 -3.62866 -0.040 0.052 0.011
Cl 0.61987 2.46321 6.33708 -0.249 -0.126 -0.414
Cl -5.22792 -6.07374 1.44075 -0.090 -0.038 0.112
Cl 1.52452 2.30160 11.61675 0.012 -0.007 -0.035
Cl -1.68926 2.58922 8.07645 0.001 0.000 -0.069
Cl 11.74917 3.21551 -1.94331 0.301 0.103 0.067
Cl 1.46036 3.67786 9.08154 0.270 0.177 0.492
Cl -5.21116 -8.04097 3.55760 0.014 0.048 0.018
Cl 3.98715 2.88071 10.22593 -0.037 -0.016 -0.007
Cl 8.92609 2.44942 -2.91063 -0.284 -0.103 -0.017
Cl 6.31068 3.15752 -3.91544 0.013 -0.042 0.028
Cl 0.23071 -5.66682 -3.52349 -0.098 -0.234 -0.087
Cl 10.70444 1.98614 0.44783 0.029 0.009 -0.031
Cl 0.46846 -7.21381 -1.09981 -0.030 -0.169 -0.148
Cl 2.17945 0.88203 9.19168 0.000 0.023 0.024
Cl 6.57471 1.84656 -1.35753 0.141 0.205 0.050
Cl -0.74082 4.97743 6.75167 0.006 -0.041 0.007
Cl -2.01326 2.88241 5.22747 -0.007 0.059 0.102
Cl 13.34692 3.14926 0.45900 -0.030 -0.018 -0.032
Cl -3.31395 9.69276 -2.38005 -0.008 -0.034 -0.027
S 4.00283 -0.62315 -0.78472 0.178 0.979 -1.244
F 2.38703 -3.86103 -2.25873 -0.286 1.350 -0.066
F 5.11983 -0.91992 0.28548 -0.540 -0.039 0.199
O 3.28150 0.55912 -0.49691 -0.923 0.207 1.842
O 1.62589 -1.91334 -0.48856 -0.042 0.477 0.591
O 4.70013 -0.48409 -2.00948 0.779 -1.420 -0.752
O -5.33695 -4.40353 -1.08846 -1.351 -2.199 0.636
N -0.91000 -3.15478 0.48995 0.243 0.199 0.904
N -4.09664 -2.59244 -0.42680 0.394 -0.286 0.526
C 2.28766 2.43710 10.02799 -0.017 0.049 0.016
C 0.71157 -2.08802 -3.49601 -0.313 0.494 0.334
C -0.19420 -0.15469 2.35370 0.960 1.854 -0.391
C -2.34352 4.61358 -2.08709 0.297 0.347 -0.708
C 2.34268 -1.85118 1.92820 0.047 -1.683 -1.409
C -0.93561 -3.57530 -0.89537 -0.191 -0.979 -0.558
C 0.45927 -0.50437 1.00146 -0.852 -1.002 -0.003
C -5.04752 -1.58509 0.03796 -0.221 1.148 -1.663
C 12.16220 2.26569 -0.51015 -0.033 -0.043 0.035
C -3.40640 -3.28871 0.67722 0.291 0.465 -0.221
C 1.22950 -1.83872 0.89698 0.084 0.940 1.338
C 0.30616 -3.09644 1.17848 0.737 -0.542 -1.069
C 7.22790 1.95930 -2.99158 -0.019 -0.148 -0.099
C 2.88996 -0.81418 2.48232 0.840 1.626 0.670
C -0.06311 3.57208 -1.43920 0.194 0.313 1.243
C -2.09275 -2.52654 1.01864 -1.406 0.377 -0.714
C 2.93970 -2.58518 -2.29271 -0.180 0.362 0.489
C -3.79503 8.55333 -3.64199 0.011 0.009 -0.004
C 1.20497 -6.87277 -2.66886 0.189 -0.034 0.083
C 2.93354 -2.13567 -0.79800 0.380 -0.829 -1.458
C -2.35655 3.91405 -3.46812 -0.651 -0.141 0.250
C 0.11901 3.05535 0.01256 -1.072 -0.296 -0.918
C -1.27362 2.10621 1.96158 0.170 0.343 -1.021
C -3.06378 2.55115 -3.41213 0.448 0.185 -0.239
C -1.17154 2.33924 0.43606 0.129 0.320 0.645
C -4.31235 -3.19651 -2.84387 0.666 0.693 0.370
C -0.95355 3.22744 6.60072 -0.023 -0.096 -0.013
C -5.16847 -0.48811 -1.04509 -0.062 -0.581 -0.126
C -4.66121 -3.49296 -1.39709 1.041 1.979 -0.772
C -0.94201 4.83881 -1.50839 -0.219 -0.478 -0.205
C 2.15609 -1.65656 -3.21778 -0.247 -0.343 -0.972
C -4.95883 -6.33529 3.16299 0.026 -0.061 -0.094
C -0.06584 1.39535 2.57186 -1.215 -0.892 0.633
H -4.68502 -1.06716 0.91982 0.109 -0.469 0.385
H 0.93620 3.78406 -1.81700 -0.073 -0.073 -0.365
H -3.32883 2.20262 -4.40965 0.027 -0.083 -0.057
H -3.88256 -4.07602 -3.31660 -0.382 -0.186 -0.117
H 1.10191 0.32214 0.72184 0.400 -0.252 -0.174
H -0.52115 2.75090 -1.99061 0.213 0.036 -0.333
H -2.11034 -2.35338 2.08733 0.759 -0.300 0.153
H 2.75811 -2.81756 2.18168 -0.568 -0.278 0.463
H -6.05328 -1.99652 0.17437 0.107 -0.177 0.566
H 3.40255 -2.97438 -0.28400 0.193 0.361 0.602
H -2.22856 -1.53961 0.55011 0.037 0.082 0.138
H -3.00647 4.07525 -1.40995 0.123 -0.065 0.160
H 2.14502 -0.63012 -2.86033 0.141 0.016 0.224
H -1.32298 1.41957 -0.13438 0.141 -0.087 0.016
H 0.56847 -3.16341 -3.56489 0.188 0.135 0.076
H -1.35107 3.80139 -3.87459 0.059 0.016 0.027
H -0.07066 -3.30808 -1.49418 0.023 0.134 0.460
H 0.31105 -0.59231 3.20232 -0.028 -0.566 -0.024
H 0.32304 -1.65592 -4.41605 0.256 0.125 -0.168
H -1.05459 5.27652 -0.51339 0.156 0.059 0.029
H 2.67679 -1.62098 -4.17413 0.196 -0.032 0.016
H -3.98190 2.62145 -2.83090 -0.030 -0.059 0.074
H -3.19812 -4.30688 0.36089 0.057 -0.109 0.221
H -1.80888 -3.20046 -1.42255 -0.119 0.422 0.278
H -4.02466 -3.30926 1.57482 -0.141 -0.243 -0.002
H -5.16464 -2.79098 -3.38214 -0.216 -0.381 -0.123
H -1.45978 3.08155 2.41577 0.276 0.084 0.100
H 3.45561 -0.91353 3.39803 0.596 -0.145 -0.255
H -2.20181 1.54801 2.11357 0.111 -0.209 0.359
H 0.25603 3.88254 0.70941 0.449 0.072 -0.026
H 0.97151 2.37864 0.00345 0.127 0.040 0.360
H -5.60641 -0.90689 -1.95209 -0.161 0.031 -0.024
H -0.43828 5.57755 -2.13336 -0.034 0.116 0.009
H -2.40030 1.80960 -2.96251 -0.172 -0.114 0.134
H -0.29091 -0.57878 0.21202 -0.122 0.182 -0.022
H -2.01006 2.98904 0.18046 -0.073 -0.007 -0.138
H -2.78817 5.59688 -2.23924 -0.090 0.038 0.256
H -2.91190 4.54152 -4.16779 0.082 0.070 -0.067
H 0.89258 1.77833 2.22765 -0.018 0.080 -0.131
H -0.10129 1.54614 3.65096 0.096 0.151 0.035
H 2.84518 0.17919 2.05921 -0.662 0.276 0.327
H -4.17494 -0.15507 -1.33677 0.073 0.289 0.178
H -1.25900 -0.33245 2.38669 -0.128 -0.577 0.066
H -1.01850 -4.66588 -0.94823 0.034 -0.031 -0.023
H -3.54892 -2.42126 -2.86238 0.032 0.055 -0.043
H 3.95465 -2.73591 -2.63950 0.215 0.233 0.052
H -5.79962 0.34047 -0.73041 0.075 0.073 0.081
H 0.08056 -1.68499 -2.70387 -0.132 -0.232 0.009
```
Positions in Å, forces in eV/Å.

Summary:
- ΔE to the lowest compared entry with this formula, charge and spin: 0.00 kcal per mole
- LUMO: 0.0 eV
- Structure (SMILES): C=C[C@@](CCCCCCCCCCC)(O[C@@H]([C@@H](F)CC)S(=O)(=O)F)[C@@](Cl)(Br)N(C)CCN(CC)C(C)=O.ClC(Cl)(Cl)Cl.ClC(Cl)(Cl)Cl.ClC(Cl)(Cl)Cl.ClC(Cl)(Cl)Cl.ClC(Cl)(Cl)Cl.ClC(Cl)(Cl)Cl.ClC(Cl)(Cl)Cl
- Orbital gap: 0.32293 hartree

***

Record 4
The following is a DFT calculation (ωB97M-V with the def2-TZVPD basis set) of C18H22N2O3S2 in the gas phase.

XYZ file:
```
47
Properties=species:S:1:pos:R:3:forces:R:3
S -1.00647 -3.83941 0.55998 0.395 0.039 0.438
S -1.87904 2.75211 1.17956 -0.316 -0.238 -0.266
O -1.71573 -1.01846 1.79558 -0.254 0.132 -0.061
O -3.13847 2.91033 0.50755 -0.176 -0.304 0.009
O -1.09411 3.94076 1.38484 0.463 0.017 0.265
N 0.42722 -0.37796 1.44443 0.009 -0.036 0.107
N 1.55665 1.37667 -4.50645 -0.010 0.105 -0.301
C 0.86159 -0.24152 -2.84618 -0.134 -0.041 -0.115
C 0.60815 0.83656 -5.44993 -0.067 -0.136 0.052
C -0.54881 -1.30938 1.59000 0.295 0.043 0.150
C -1.99889 1.82661 2.73126 0.122 0.268 -0.653
C -0.84733 1.48130 0.39384 -0.445 0.475 0.386
C -0.09630 -5.15904 1.17311 -0.214 0.232 -0.195
C 0.07283 1.03764 1.52647 0.109 -0.135 0.261
C 0.79025 -3.37857 2.33104 -0.215 0.313 -0.186
C -0.55965 1.39305 2.90207 0.261 -0.119 0.300
C 2.46712 0.97620 -0.96423 -0.107 -0.271 0.077
C -0.13023 -2.73094 1.55630 -0.229 -0.573 -0.090
C 1.72796 -0.13895 -0.59660 0.200 0.022 0.044
C 1.60302 0.88883 -3.22717 0.120 -0.060 0.152
C 2.19608 2.63100 -4.82195 0.103 0.042 0.117
C 0.92821 -0.73752 -1.56296 0.154 0.125 0.106
C 2.41320 1.48149 -2.24669 0.008 0.193 -0.162
C 1.71401 -0.65494 0.81815 0.191 -0.100 -0.236
C 0.80919 -4.77116 2.10852 -0.034 -0.193 -0.062
H 1.80090 3.45555 -4.21790 0.047 0.045 -0.001
H -0.48380 0.53343 3.56837 -0.014 0.077 -0.006
H -2.66317 0.98854 2.54571 -0.060 -0.021 -0.019
H 1.46780 -5.44792 2.62227 0.083 -0.150 0.073
H 1.88049 -1.73220 0.82572 0.049 0.206 0.053
H -1.52949 0.69345 0.09089 -0.045 -0.060 -0.025
H 2.03186 2.86732 -5.87036 0.007 -0.025 0.031
H 2.49977 -0.17504 1.41022 -0.016 -0.072 -0.056
H 3.00654 2.34990 -2.47779 0.045 0.103 -0.070
H 3.27463 2.56311 -4.65899 0.008 0.101 -0.004
H -0.31487 1.88009 -0.46226 -0.039 0.194 -0.079
H 1.01608 1.58208 1.44068 -0.116 -0.085 0.002
H -0.42614 0.96126 -5.10950 -0.036 -0.045 -0.037
H 1.42011 -2.87746 3.04484 0.106 0.139 0.108
H 3.10227 1.46263 -0.23666 0.060 0.060 0.092
H -0.28720 -6.14657 0.80315 -0.004 -0.230 -0.057
H -2.36155 2.45429 3.53668 -0.090 0.219 -0.057
H 0.33788 -1.60507 -1.30246 -0.086 -0.126 0.007
H 0.22125 -0.74040 -3.55365 -0.065 -0.030 -0.115
H 0.00429 2.21947 3.33597 0.016 -0.074 0.035
H 0.71734 1.34616 -6.40414 0.011 -0.018 0.036
H 0.79670 -0.22693 -5.61526 -0.089 -0.010 -0.046
```
Positions in Å, forces in eV/Å.

Summary:
- ΔE to the lowest compared entry with this formula, charge and spin: 23.52 kcal per mole
- LUMO: 0.5 eV
- Structure (SMILES): CN(C)c1ccc(CN(C(=O)c2cccs2)[C@@H]2CCS(=O)(=O)C2)cc1
- Orbital gap: 0.30816 hartree

***

Record 5
The following is a DFT calculation (ωB97M-V with the def2-TZVPD basis set) of a molecular structure, C31H38CrNO2.

XYZ file:
```
73
Properties=species:S:1:pos:R:3:forces:R:3
Cr -0.41478 0.51964 2.09651 2.014 -0.354 0.670
O -0.41194 0.67187 -1.49848 0.226 -0.344 -0.666
O 0.37783 -0.65272 -6.29593 0.389 -0.268 -1.230
N 0.27585 -0.69741 3.55645 -0.383 0.314 -0.460
C -1.02034 1.46298 -2.55245 0.035 -0.166 -0.365
C 0.92959 -4.17022 2.42862 -0.385 0.080 -0.032
C 1.89610 1.13805 0.94271 -0.550 0.453 1.405
C 1.21861 -1.19872 -8.51070 0.016 0.712 0.529
C 0.26241 -2.09731 3.49109 0.320 0.159 0.082
C 0.02419 0.99717 5.33460 0.449 -0.640 -0.046
C 0.71904 2.35044 2.57468 0.926 -0.988 -0.791
C -0.16763 -2.82864 4.62067 -0.112 -0.384 -0.424
C -1.09718 2.92516 -2.19780 -0.081 0.306 -0.062
C 1.75181 -0.73453 5.46222 -0.039 0.411 0.276
C -2.09201 -0.86079 1.91557 -0.986 0.842 -0.104
C -2.23962 1.22371 0.90216 -0.336 -1.003 -0.060
C 0.66857 -0.14082 4.77249 -0.131 -0.029 0.334
C 1.05845 2.08402 0.29501 -0.532 1.001 0.874
C -1.98998 -0.17140 0.65846 -1.335 0.446 0.829
C -2.35315 0.12079 2.94400 -0.885 0.115 -0.979
C 0.45995 1.49956 6.56018 0.341 -0.286 -0.154
C 2.18596 -0.20586 6.67238 -0.336 0.076 -0.121
C 0.53766 -4.88411 3.56850 -0.039 -0.061 -0.106
C 1.74277 1.32990 2.35970 -0.099 1.213 -0.570
C -0.16947 0.30995 -7.21275 -0.087 0.541 0.226
C 1.04710 -1.68268 -7.06063 -0.235 -0.408 0.114
C -0.06285 -4.21561 4.64102 0.174 0.276 -0.314
C -2.39811 1.42030 2.30277 -0.753 -1.226 -0.026
C 0.10267 -0.13969 -8.65946 -0.231 -0.621 0.441
C 0.73527 -2.78746 2.34835 -0.143 -0.027 0.667
C 0.10070 1.06399 -3.54382 -0.316 0.077 0.168
C 0.62734 0.20382 -2.40214 -0.271 0.117 0.331
C -2.38669 0.91162 -2.89331 -0.171 0.075 -0.078
C 0.28136 2.76975 1.26415 1.533 0.135 -0.643
C 1.53822 0.90402 7.22600 -0.164 0.130 -0.012
H 3.02204 -0.67369 7.19156 -0.173 0.154 -0.081
H -0.80089 -0.61080 -9.06322 0.173 0.150 -0.059
H -2.32913 -0.16858 -3.05954 -0.067 0.137 -0.028
H -0.23101 0.49246 -4.40490 0.089 0.167 -0.086
H 1.12360 -2.01166 -9.22882 0.070 0.038 0.040
H -0.09941 3.35887 -2.09499 -0.182 0.048 0.049
H 0.42898 -2.59843 -7.04854 0.126 0.290 0.102
H 0.38858 0.69818 -9.29428 -0.055 -0.096 -0.008
H 0.75700 1.88808 -3.82285 -0.061 -0.067 -0.138
H -1.63209 3.45904 -2.99336 0.135 -0.016 0.126
H -2.42582 1.97691 0.14399 0.565 -0.177 0.264
H -1.90944 -0.63847 -0.31893 0.301 0.217 0.416
H 1.86077 1.30492 8.18282 -0.005 -0.061 -0.134
H 0.51512 2.84039 3.52096 -0.050 -0.201 -0.264
H 0.66771 -5.96778 3.61334 -0.016 0.351 -0.076
H -0.45093 -4.76978 5.49197 0.168 0.037 -0.093
H 2.19549 -0.71812 -8.63253 -0.107 -0.162 -0.037
H -2.62211 -0.07521 3.98874 0.648 0.056 -0.519
H -2.76610 1.40385 -3.79891 0.013 -0.176 0.153
H -3.08772 1.11396 -2.07405 0.048 -0.111 -0.131
H -0.39741 3.59259 1.04170 0.108 -0.345 0.158
H 0.55144 -0.87359 -2.57307 0.152 0.062 0.109
H -2.62839 2.36770 2.78680 0.255 -0.306 -0.082
H 2.00253 -1.91864 -6.57178 -0.257 0.139 -0.102
H 2.36767 0.92814 3.15839 -0.434 -0.156 -0.418
H 1.36893 -4.69939 1.57895 -0.165 0.140 0.272
H -0.59271 -2.28929 5.46924 0.166 -0.163 -0.254
H 0.97736 -2.21525 1.44478 0.111 -0.244 0.385
H 1.61084 0.48363 -2.02363 0.099 -0.197 0.018
H -0.81783 1.46363 4.81251 0.324 -0.276 0.241
H 1.12560 2.35646 -0.75004 -0.344 -0.399 0.225
H 2.23226 -1.62302 5.03862 -0.165 0.439 0.143
H 2.61138 0.49984 0.42848 -0.200 0.017 0.342
H -1.65431 3.06469 -1.26437 0.195 0.074 -0.204
H -2.10182 -1.94464 2.03877 0.374 0.492 0.085
H 0.29675 1.29169 -7.01839 -0.069 -0.314 0.036
H -0.04942 2.35870 6.99420 0.141 -0.163 -0.034
H -1.24521 0.41380 -7.00040 0.270 -0.050 -0.123
```
Positions in Å, forces in eV/Å.

Summary:
- 2S+1: 4
- ΔE to the lowest compared entry with this formula, charge and spin: 0.00 kcal per mole
- LUMO (alpha / beta): 0.1 / 0.5 eV
- Orbital gap (alpha / beta): 0.24018 / 0.25897 hartree

***

Molar mass values, unit u, following the record order: 85.11; 139.02; 1714.86; 378.52; 508.65.
Max |F| values, unit hartree/bohr, following the record order: 0.0461; 0.0859; 0.0517; 0.0147; 0.0418.